# 1
DFT (ωB97M-V with the def2-TZVPD basis set) results for a 2-piece molecular cluster, C5H19FN5O6PS overall at a distorted geometry.

## Properties
DFT total energy = -48066.981 eV
spin multiplicity = 1
lowest unoccupied orbital energy = -1.081 eV
SMILES string = NN(CC(N)(N)N)S(=O)(=O)F.COP(=O)(OC)OC
max |F| = 10.81 eV/A
Kohn-Sham gap = 0.2989 hartree

CARTESIAN COORDINATES (ANGSTROEM)
N: 1.758 -2.657 -1.424
N: 0.977 -1.517 -1.236
C: -0.423 -1.939 -1.205
C: -1.506 -1.412 -2.281
N: -1.140 -1.571 -3.750
N: -2.723 -2.360 -2.118
N: -2.121 -0.031 -1.961
S: 1.505 -0.258 -2.243
O: 2.932 0.186 -1.720
O: 1.806 -0.765 -3.709
F: 0.592 1.184 -2.305
H: 1.491 -3.094 -2.354
H: 2.781 -2.404 -1.452
H: -0.863 -1.698 -0.120
H: -0.451 -3.132 -1.257
H: -0.374 -2.308 -3.760
H: -1.930 -2.009 -4.303
H: -2.401 -3.318 -2.402
H: -3.500 -2.054 -2.753
H: -3.160 -0.137 -1.777
H: -1.747 0.252 -1.005
C: -0.352 3.845 2.099
O: 0.585 3.097 2.844
P: 0.631 1.498 2.669
O: -0.447 0.897 1.818
O: 0.655 0.970 4.191
C: -0.442 1.314 5.007
O: 2.144 1.232 2.197
C: 2.363 0.581 0.965
H: -1.115 4.234 2.778
H: 0.167 4.686 1.632
H: -0.835 3.259 1.314
H: -1.384 1.224 4.459
H: -0.320 2.340 5.365
H: -0.466 0.641 5.867
H: 2.342 1.313 0.155
H: 1.619 -0.198 0.784
H: 3.350 0.112 0.993


# 2
DFT (ωB97M-V with the def2-TZVPD basis set) results for C49H39BrIN4O5PSW as an isolated structure at a distorted geometry.

## Properties
DFT total energy = -167727.022 eV
spin multiplicity = 3
lowest unoccupied orbital energy (alpha / beta) = -6.348 / -6.509 eV
charge = +2
max |F| = 1.33 eV/A
energy above the lowest of the compared OMol25 structures with the same formula, charge and spin = 0.841 eV
Kohn-Sham gap (alpha / beta) = 0.2344 / 0.2384 hartree

CARTESIAN COORDINATES (ANGSTROEM)
W: -0.278 0.924 1.215
O: 1.473 1.133 2.332
P: 2.869 0.519 2.017
C: 3.802 0.467 3.531
C: 5.195 0.466 3.488
C: 5.916 0.350 4.665
C: 5.250 0.246 5.879
C: 3.862 0.255 5.924
C: 3.134 0.358 4.751
C: 2.474 -1.164 1.514
C: 1.177 -1.582 1.824
C: 0.744 -2.872 1.553
C: 1.633 -3.770 0.985
C: 2.938 -3.379 0.710
C: 3.367 -2.087 0.982
C: 3.792 1.497 0.850
C: 4.557 0.961 -0.179
C: 5.316 1.805 -0.978
C: 5.306 3.173 -0.751
C: 4.543 3.708 0.281
C: 3.792 2.874 1.088
H: 5.719 0.574 2.546
H: 6.997 0.350 4.637
H: 5.817 0.163 6.797
H: 3.350 0.179 6.874
H: 2.051 0.357 4.781
H: 0.530 -0.923 2.411
H: -0.270 -3.170 1.787
H: 1.316 -4.782 0.771
H: 3.632 -4.091 0.283
H: 4.397 -1.821 0.789
H: 4.547 -0.099 -0.389
H: 5.914 1.392 -1.779
H: 5.900 3.826 -1.375
H: 4.544 4.775 0.459
H: 3.204 3.288 1.900
O: 3.837 -3.574 -4.748
C: 2.716 -3.613 -4.006
O: 2.002 -4.574 -4.033
C: 2.396 -2.412 -3.162
C: 1.476 -2.596 -2.137
C: 1.068 -1.533 -1.355
C: 1.567 -0.258 -1.597
S: 1.015 1.221 -0.781
C: 2.497 -0.065 -2.617
C: 2.906 -1.140 -3.392
H: 4.355 -2.781 -4.570
H: 1.063 -3.585 -1.980
H: 0.353 -1.713 -0.570
H: 2.875 0.928 -2.821
H: 3.594 -0.947 -4.209
Br: -3.351 3.562 3.832
C: -4.298 2.404 2.690
C: -5.445 2.887 2.076
C: -6.195 2.063 1.254
C: -5.819 0.745 1.046
C: -4.675 0.251 1.655
C: -3.915 1.088 2.460
I: -2.203 0.264 3.359
H: -5.751 3.908 2.260
H: -7.091 2.452 0.789
H: -6.414 0.092 0.422
H: -4.393 -0.786 1.524
O: -1.679 2.072 -0.002
C: -2.136 1.005 -0.538
N: -2.934 0.776 -1.554
C: -3.031 -0.686 -1.793
C: -2.250 -1.225 -0.561
O: -2.083 -2.367 -0.241
N: -1.696 -0.117 0.068
C: -2.231 -1.091 -3.033
C: -2.330 -2.407 -3.478
C: -1.568 -2.834 -4.552
C: -0.720 -1.947 -5.203
C: -0.627 -0.636 -4.767
C: -1.369 -0.209 -3.672
C: -4.481 -1.139 -1.862
C: -5.319 -0.478 -2.758
C: -6.653 -0.836 -2.866
C: -7.156 -1.879 -2.098
C: -6.316 -2.562 -1.233
C: -4.980 -2.194 -1.111
H: -3.378 1.483 -2.118
H: -3.000 -3.098 -2.982
H: -1.638 -3.860 -4.887
H: -0.134 -2.284 -6.048
H: 0.026 0.062 -5.273
H: -1.267 0.814 -3.334
H: -4.927 0.306 -3.397
H: -7.295 -0.316 -3.564
H: -8.194 -2.169 -2.190
H: -6.696 -3.392 -0.651
H: -4.333 -2.757 -0.452
N: -0.603 3.993 1.368
C: -0.388 5.087 2.099
C: 0.023 4.678 3.354
C: 0.015 3.292 3.300
N: -0.369 2.875 2.089
H: -0.979 3.909 0.435
H: -0.547 6.070 1.687
H: 0.275 5.300 4.194
H: 0.287 2.578 4.059